(1)
DFT (the ωB97M-V functional and the def2-TZVPD basis) results for a structure of composition C18H10MoN4O7S at a distorted geometry.

```
41
Properties=species:S:1:pos:R:3:forces:R:3:mulliken_charge:R:1
C -1.8055 2.5876 0.9754 0.031 0.026 0.012 -0.542
C -2.0215 -0.2054 -2.2223 0.320 0.283 -0.274 1.061
C 2.1680 -3.8034 1.9785 0.009 -0.019 -0.014 -0.674
C -3.8205 -1.4829 -1.3934 0.173 -0.057 -0.105 -0.221
H 2.3728 -5.1489 3.6300 0.003 0.026 -0.004 0.389
C -2.9352 -0.2346 -3.3684 0.036 -0.151 0.140 -0.285
C 1.7115 -2.5662 1.5195 -0.048 0.055 -0.058 0.249
C 1.0846 2.6769 -1.0455 -0.425 0.129 0.345 0.161
C -4.1234 -1.0812 -2.8563 -0.066 0.121 0.043 0.500
C 1.9230 -2.3115 0.0614 -0.302 0.369 0.133 0.317
H 2.9712 0.2837 -1.9815 -0.036 0.002 0.009 0.522
C 1.4474 -3.2889 4.1955 0.004 -0.016 0.015 -0.514
Mo -0.0240 0.1000 -0.2256 -0.534 -1.462 0.270 0.894
O 1.1597 -1.3637 -0.5024 0.572 -0.240 -0.231 -0.554
H 1.8133 4.3163 -2.1315 0.040 -0.014 0.018 0.180
S 0.5563 -0.0265 2.0702 0.073 0.055 0.077 -0.305
H -2.5055 1.9699 1.5109 0.027 -0.014 -0.010 0.490
O -1.7761 -0.8227 -0.0450 -0.559 -0.086 0.190 -0.787
C 2.0314 -4.1766 3.2995 -0.001 0.001 0.009 -0.543
H -0.3310 5.1260 -0.2002 -0.022 -0.009 0.022 0.167
C 2.8114 2.4534 -2.3836 0.003 0.006 0.088 -0.694
H 1.3348 -3.5614 5.2376 -0.005 0.012 -0.013 0.361
H 2.6281 -4.4655 1.2574 -0.003 0.009 0.004 0.439
O -2.8306 0.2693 -4.4552 0.006 0.074 -0.085 -0.580
C 2.5095 1.2460 -1.8388 -0.047 0.055 0.065 -0.366
O -5.1205 -1.3363 -3.4608 -0.008 -0.043 -0.052 -0.526
H 0.5553 -1.3596 4.4588 0.005 -0.025 -0.003 0.425
C 1.1190 -1.6707 2.4209 -0.064 -0.023 0.007 0.989
H -2.3694 4.7189 1.2648 0.036 -0.001 -0.029 0.411
N -0.6567 4.2096 0.0557 -0.095 0.446 0.076 -0.108
C 1.0052 -2.0549 3.7614 -0.010 0.025 -0.014 -0.764
N -0.7716 2.0455 0.2540 -0.328 0.221 0.270 0.481
H 3.5779 2.7531 -3.0755 -0.031 0.014 0.020 0.401
N 1.4338 1.4079 -0.9977 0.623 0.220 -0.353 0.256
C -2.5109 -0.8722 -1.1396 0.015 -0.124 0.459 1.124
O -4.5233 -2.1514 -0.6844 -0.054 0.022 0.094 -0.567
C -1.7457 3.9407 0.8629 0.004 -0.045 -0.078 -0.529
N 1.9020 3.3523 -1.8588 0.178 0.314 -0.355 -0.078
C -0.1001 3.0417 -0.2826 0.486 -0.089 -0.271 0.035
O 2.7228 -2.9151 -0.6016 0.148 -0.166 -0.071 -0.620
O -0.8675 0.4008 -2.0637 -0.156 0.099 -0.346 -0.596
```
Forces are in eV/Å.

The calculation puts the energy above the lowest of the compared OMol25 structures with the same formula, charge and spin at 0.000 eV. As for the total charge: 0. The expectation value of S² is 2.016. As for the calculated total energy: -51813.8446 eV. As for the spin multiplicity: 3.

---

(2)
DFT (the ωB97M-V functional and the def2-TZVPD basis) results for an isolated molecule of C18H11N3O2 at a distorted geometry.

```
34
Properties=species:S:1:pos:R:3:forces:R:3:mulliken_charge:R:1
N -1.2444 -1.0119 0.0419 1.255 1.085 -0.776 0.015
H -0.2299 -2.6142 0.9344 -0.141 -0.462 -0.211 0.263
H -2.3077 -2.0164 1.9432 0.649 0.093 0.237 0.373
C 4.7209 1.2456 2.8820 -0.223 -0.914 1.445 -0.346
C -3.9826 -1.0203 -2.4323 -0.582 -1.223 -0.803 -0.621
C -3.3882 0.4954 -4.2165 1.217 0.674 0.165 -0.440
H -1.6145 1.6435 -3.8438 0.560 0.588 -0.192 0.507
N -0.8435 0.7274 -1.5449 0.911 -1.076 1.850 -0.718
H -3.5586 0.9315 -5.2178 0.070 -0.301 0.729 0.347
H 3.4887 2.8227 0.1650 -0.067 -0.675 0.397 0.396
C -0.5213 0.0523 -0.4521 -1.733 1.342 -3.012 0.094
C 2.6231 0.2628 2.2350 0.296 0.214 0.474 1.187
H 1.6526 -1.3932 3.2259 0.008 -0.013 -0.038 0.454
C 0.6164 -0.7143 1.4265 0.489 -0.335 1.478 0.071
C -2.2710 0.9037 -3.4640 -1.172 -0.653 -0.449 -0.212
C -2.8480 -0.6945 -1.7059 0.871 1.097 -0.784 0.252
H 5.5436 1.2719 3.5856 0.115 0.016 -0.074 0.369
H 3.7842 -0.3543 3.9564 -0.077 -0.095 0.050 0.405
C 1.6297 -0.6887 2.4040 -2.422 -0.952 -1.623 -0.990
C 4.6665 2.1597 1.8407 -1.435 -0.401 -1.325 -0.752
H -4.6149 -1.8601 -2.1053 0.309 0.594 0.090 0.388
H -5.0369 -0.8286 -4.3062 -0.360 -0.158 0.038 0.402
C 3.5643 2.0802 0.9803 2.331 2.617 -0.253 0.225
C -4.2205 -0.4797 -3.7033 0.023 -0.134 0.859 -0.511
H 5.4707 2.8654 1.6721 -0.171 0.016 0.006 0.390
O -1.4671 -1.6392 2.2978 0.234 -0.238 -0.911 -0.591
C 0.6126 0.2518 0.4292 1.401 0.829 -0.345 0.827
C 3.7101 0.3235 3.1201 1.071 0.987 -0.477 -0.966
C -1.9785 0.3110 -2.2377 -0.200 -0.441 0.923 0.179
C -2.4220 -1.4073 -0.5109 -1.648 -2.059 1.186 0.778
C -0.5703 -1.6154 1.1735 -1.096 -0.272 2.147 0.036
O -3.0467 -2.3442 0.0312 0.596 1.084 -0.709 -0.781
N 1.5381 1.1540 0.2427 -0.203 0.306 0.047 -0.700
C 2.5452 1.1797 1.1534 -0.876 -1.141 -0.140 -0.331
```
Forces are in eV/Å.

The calculation puts the energy above the lowest of the compared OMol25 structures with the same formula, charge and spin at 0.000 eV. As for the total charge: 0. As for the calculated total energy: -27410.7758 eV. As for the spin multiplicity: 1.

---

(3)
DFT (the ωB97M-V functional and the def2-TZVPD basis) results for a structure of composition C18H11N7O12RhS3Sb.

```
53
Properties=species:S:1:pos:R:3:forces:R:3:mulliken_charge:R:1
H 2.5055 4.8143 1.2170 -0.003 0.002 0.009 0.613
O -0.1547 2.3296 -3.6148 -0.075 0.047 -0.030 -0.712
C -3.5050 -1.6333 0.3137 -0.073 -0.010 -0.084 0.336
S 0.8881 -2.6422 -2.4075 -0.160 -0.169 -0.204 -0.483
C -3.5956 -3.9296 -0.3362 0.257 -0.388 -0.193 0.022
O 3.4088 6.3307 -0.4138 0.040 0.031 -0.008 -0.635
C 1.4653 3.7270 -1.8384 0.011 -0.094 -0.050 -0.711
C 0.1303 1.7521 -2.5764 0.076 -0.213 -0.090 -0.193
O 3.0828 5.8188 -2.4793 0.033 0.034 0.016 -0.621
H -2.1491 -2.5549 -1.0896 -0.064 -0.016 -0.008 0.822
O -1.6895 -0.1429 -0.1175 0.027 0.057 -0.281 -0.518
H -5.1282 -5.1705 0.5280 -0.002 -0.001 0.005 0.588
N 4.5506 1.1037 0.2038 -0.098 -0.039 -0.137 -0.626
C -5.1575 -3.1206 1.1997 -0.224 -0.120 0.112 0.011
C 1.9980 4.2181 0.4771 -0.031 -0.082 -0.050 -0.620
N 2.9296 5.6388 -1.2899 -0.170 -0.170 0.010 1.062
C -2.8921 -0.2293 0.3052 0.067 -0.249 0.258 -0.127
C 0.7157 2.6191 -1.4576 -0.029 -0.008 0.065 0.424
N -6.3158 -3.3568 2.0947 0.160 0.070 -0.130 1.058
H 4.8693 1.4445 2.6229 -0.005 0.031 0.012 0.276
O 0.0807 0.4890 -2.3720 0.126 0.270 0.204 -0.586
N -3.0176 -5.0616 -1.1124 -0.480 0.472 -0.036 1.035
C 3.0208 0.1846 -1.3769 -0.049 -0.115 -0.016 -0.508
H -5.0087 -1.0354 1.7076 0.003 -0.008 0.010 0.602
C 2.0935 4.4873 -0.8722 0.143 0.223 -0.043 -0.166
C -4.6828 -4.1912 0.4674 0.037 0.086 0.040 -0.545
H 1.5546 3.9693 -2.8873 -0.003 0.005 0.008 0.577
H 3.5353 0.5234 3.1776 -0.024 0.046 0.012 0.242
S 0.1824 -2.6450 0.8578 0.005 -0.324 0.468 -0.607
H 2.1057 -0.7342 1.6125 0.013 0.003 0.034 0.377
O -6.7947 -4.4738 2.1075 -0.034 -0.009 0.031 -0.635
C 2.7015 -0.2572 0.8449 -0.105 0.018 -0.041 -0.314
C 3.8300 0.5236 1.1527 0.025 0.078 0.151 0.149
C 1.2216 3.1299 0.8175 0.166 -0.085 0.460 0.098
S 3.4869 -3.9373 -0.1318 0.060 0.007 0.004 -0.394
H -0.0676 1.5213 0.2253 0.004 -0.064 0.005 1.010
O 0.6231 1.7141 2.5473 0.223 -0.089 0.015 -0.597
O -3.6907 -6.0665 -1.2128 0.154 -0.101 0.063 -0.624
H 2.6633 0.0629 -2.3887 -0.010 0.022 -0.005 0.513
Sb 1.2317 -4.2318 -0.6154 -0.040 0.055 -0.023 0.535
O -3.5755 0.6767 0.7554 0.045 0.040 -0.058 -0.688
C -2.9995 -2.6867 -0.4366 0.030 0.109 0.085 -0.511
N 2.3038 -0.3933 -0.4019 -0.148 0.170 -0.048 0.680
C -4.6051 -1.8578 1.1353 0.085 0.103 -0.052 -0.678
H 4.7281 1.3880 -1.8328 0.013 -0.013 0.000 0.415
O -6.7129 -2.4231 2.7572 -0.039 -0.018 0.025 -0.617
O 1.5784 3.5734 3.0644 0.156 -0.111 0.000 -0.677
N 1.1458 2.7711 2.2600 -0.483 0.279 -0.296 1.151
C 0.5685 2.3334 -0.1043 -0.022 -0.121 -0.175 -0.369
Rh 0.1223 -1.0955 -0.8589 0.160 0.483 -0.146 1.816
O -1.9324 -4.8920 -1.6276 0.136 -0.096 0.045 -0.575
C 4.1429 0.9132 -1.0549 0.074 0.070 0.083 -0.606
N 4.2099 0.7045 2.4550 0.042 -0.100 -0.026 -0.465
```
Forces are in eV/Å.

The calculation puts the energy above the lowest of the compared OMol25 structures with the same formula, charge and spin at 0.000 eV. As for the total charge: -1. The expectation value of S² is 8.783. As for the calculated total energy: -95888.9364 eV. As for the spin multiplicity: 6.

---

(4)
DFT (the ωB97M-V functional and the def2-TZVPD basis) results for a structure of composition C18H12ClN3O4S4SbTc at a distorted geometry.

```
44
Properties=species:S:1:pos:R:3:forces:R:3:mulliken_charge:R:1
O 1.5355 0.3032 0.6168 -0.633 -0.260 -0.344 -0.305
C -1.6714 1.6243 -0.7662 -0.249 -0.111 0.166 0.865
C -2.4969 -1.1097 3.1264 -0.104 0.142 -0.217 -0.933
C 1.6482 1.9282 -3.3237 -0.152 0.228 -0.053 -0.952
N 0.3057 0.7257 -1.7649 -0.020 0.942 -0.500 0.599
H -2.4504 -2.4254 4.8181 -0.004 -0.031 -0.007 0.428
C 0.7647 2.9967 -3.2889 0.135 -0.190 0.015 -0.332
S -0.8620 -5.0972 0.1560 0.143 0.001 -0.221 -0.625
C 3.7548 0.0719 1.4302 -0.209 -0.166 -0.071 -0.433
C -5.0967 2.9164 0.3746 0.272 -0.286 -0.099 0.413
Tc -0.0619 -0.7324 -0.3281 1.232 -1.893 -0.628 -0.098
S -1.8259 -1.6467 -1.6409 0.271 0.740 0.805 0.037
H -3.0282 3.1916 -1.3825 -0.099 0.018 0.057 0.548
N -1.4737 0.6080 0.0920 -1.098 1.062 0.387 0.049
C -2.3480 0.3279 1.0721 -0.055 0.107 -0.154 0.704
H 0.3618 -3.1502 1.6706 0.052 0.104 0.004 0.874
Cl 4.1441 1.7137 0.8639 0.078 0.148 -0.063 -0.227
N -0.8827 -1.5368 1.4158 -0.346 0.071 0.691 0.869
H 4.1348 -0.6253 0.6847 0.034 -0.016 0.019 0.191
C -0.3551 2.9095 -2.4815 -0.158 0.009 -0.019 -1.015
H 4.2470 -0.0899 2.3820 -0.013 0.021 0.015 0.354
H -3.3079 -0.4977 3.4950 0.015 -0.004 0.006 0.399
C 1.3798 0.8165 -2.5504 0.116 -0.297 -0.025 -0.095
O -5.8620 2.5275 1.2687 -0.007 0.119 -0.002 -0.719
Sb 0.3746 -4.4812 -1.6529 -0.435 0.212 0.082 0.417
O 1.8734 -0.8233 2.5410 -0.025 0.028 -0.311 -0.607
O -5.1761 3.8120 -0.4801 -0.049 0.041 0.084 -0.722
H -1.0623 3.7250 -2.4224 0.004 -0.017 0.041 0.393
C -3.7595 2.0895 0.2904 -0.342 0.234 0.121 -0.437
H 0.9552 3.8879 -3.8714 -0.034 0.005 -0.007 0.430
H -4.2602 0.8540 1.9487 -0.043 0.044 -0.033 0.548
H -0.5988 -3.8072 3.8501 0.039 -0.004 -0.035 0.425
H 2.0322 -0.0468 -2.5526 -0.017 0.004 0.087 0.415
C -2.8216 2.3853 -0.6918 0.337 -0.064 -0.078 -0.690
H 2.5386 1.9548 -3.9346 0.007 -0.038 0.011 0.399
C 2.2508 -0.1839 1.5706 0.198 0.062 0.533 0.508
C -2.0183 -2.1881 3.8552 0.191 -0.156 -0.100 -0.440
C -3.5152 1.0619 1.1931 0.208 -0.066 -0.019 -0.695
C -0.4411 -2.5822 2.1116 0.216 -0.099 -0.197 -0.539
C -1.9220 -0.8131 1.9059 0.015 -0.171 0.272 0.434
C -0.9871 -2.9441 3.3302 -0.277 0.122 0.231 -1.089
S -1.3026 -3.0428 -2.9709 0.484 -0.574 -0.317 -0.312
S 1.4696 -2.3532 -0.9247 0.066 -0.040 -0.001 -0.459
C -0.5632 1.7680 -1.7257 0.256 0.019 -0.125 0.423
```
Forces are in eV/Å.

The calculation puts the energy above the lowest of the compared OMol25 structures with the same formula, charge and spin at 0.034 eV. As for the total charge: -1. The expectation value of S² is 3.784. As for the calculated total energy: -96127.4225 eV. As for the spin multiplicity: 4.

---

(5)
DFT (the ωB97M-V functional and the def2-TZVPD basis) results for a cluster of 2 separate species, C18H12F2NO2S in total at a distorted geometry.

```
36
Properties=species:S:1:pos:R:3:forces:R:3:mulliken_charge:R:1
C -0.3260 0.2246 -2.1520 0.839 -0.487 0.333 0.271
H 0.4312 3.2534 -4.5404 -0.147 -0.361 0.209 0.329
O -3.0513 -0.2085 1.8488 0.527 -0.255 0.383 -0.565
C -0.5835 1.6796 1.1442 0.134 -0.214 -0.321 -0.982
C -0.1326 -1.9067 1.5231 0.957 -1.166 -1.229 0.067
C 0.3842 -0.5242 1.3460 -0.112 -0.020 -0.112 0.886
H -1.7960 3.0184 -3.4652 0.178 -0.229 0.139 0.334
C 0.9860 -1.5879 -1.5409 -0.551 1.345 -0.586 -0.854
H 0.6990 3.0198 0.0616 0.116 0.020 0.344 0.389
F -0.4286 -2.4244 6.1069 -0.762 -0.543 -0.779 -0.250
C -1.0297 2.2652 -3.2593 -0.254 -0.406 0.355 -0.591
S -0.4310 -1.2633 3.9020 -1.298 -0.469 -0.848 -0.011
C 0.2246 2.3873 -3.8987 0.764 -0.351 0.131 -0.434
C -1.3029 1.2005 -2.3846 0.127 0.569 -0.525 -0.264
H 2.7521 -0.9625 -2.7813 0.058 -0.198 0.063 0.394
C -1.0976 -2.5941 4.8902 -0.027 0.152 0.455 0.450
H -1.4098 2.3866 1.2832 0.303 -0.390 -0.371 0.379
H 2.2201 1.5205 -4.1519 -0.420 0.033 0.103 0.331
C -1.8821 -0.4602 1.9196 0.109 0.622 -0.415 -0.013
H 2.7512 1.6588 0.3888 -0.164 -0.106 -0.213 0.408
C 1.6540 -0.0789 1.0493 0.167 0.385 -0.256 -0.732
C 0.6368 2.0602 0.5681 -0.205 0.335 0.407 -0.327
O 0.2260 -2.9532 1.0218 -0.425 1.373 1.382 -0.572
H 1.3133 -2.5061 -1.0783 0.015 -0.008 -0.014 0.510
H -2.2625 1.1174 -1.8761 0.024 0.147 -0.125 0.422
H -1.1244 -1.3274 -0.7684 0.019 -0.154 -0.017 0.881
C 1.7800 1.2535 0.6518 -0.368 -0.519 0.104 -0.615
H 2.4701 -0.7900 1.0592 0.089 0.206 -0.142 0.401
F -2.4481 -2.5062 5.1153 1.059 -0.061 0.042 -0.220
C 1.2316 1.4302 -3.6821 -0.663 0.330 0.026 -0.591
N -1.3244 -1.7666 2.3479 0.210 0.134 1.678 -0.400
H -0.8655 -3.5589 4.4171 -0.200 0.138 0.538 0.146
C -0.6995 0.3425 1.5065 -0.014 0.471 0.047 1.387
C -0.2647 -0.9400 -1.2967 0.400 0.099 -1.543 -0.998
C 1.7434 -0.7910 -2.4317 -0.380 -0.004 0.135 -1.245
C 0.9568 0.3318 -2.8438 -0.106 -0.420 0.622 0.680
```
Forces are in eV/Å.

The calculation puts the energy above the lowest of the compared OMol25 structures with the same formula, charge and spin at 0.000 eV. As for the total charge: -1. As for the calculated total energy: -40715.2589 eV. As for the spin multiplicity: 1.

---

(6)
DFT (the ωB97M-V functional and the def2-TZVPD basis) results for an isolated molecule of C18H12FN3O2S2 at a distorted geometry.

```
38
Properties=species:S:1:pos:R:3:forces:R:3:mulliken_charge:R:1
H 2.5243 5.1584 -1.2182 -0.037 -0.016 0.036 0.438
O -0.1089 4.9537 -1.3989 0.032 -0.115 0.141 -0.582
C 2.1242 4.1594 -1.0533 0.001 -0.212 -0.400 -0.624
S 0.9651 0.6857 -3.4139 0.105 0.010 0.970 -0.239
H -0.2368 -1.7885 -3.1397 0.037 0.010 0.240 0.265
H 2.6699 3.6184 -0.2848 0.011 0.113 -0.002 0.332
C 1.7651 1.7301 -2.2325 -0.202 -0.465 -0.394 0.473
S 2.3588 3.3021 -2.6574 0.293 0.495 -0.124 -0.141
H -1.3732 -5.2035 1.3193 -0.030 -0.081 0.068 0.387
O 0.9616 2.6626 1.0763 0.325 0.338 0.171 -0.435
H 0.6005 -1.5055 0.4466 -0.005 0.002 0.057 0.584
C -0.2748 -2.4975 -1.2249 -0.138 -0.369 0.266 -0.113
N 1.2268 0.0464 -0.9317 -0.660 -1.509 0.391 0.040
F -1.3137 -3.7548 -2.9353 0.072 0.109 0.053 -0.338
C 0.1366 3.1865 0.1276 -1.520 -0.396 0.092 0.758
C -1.4227 -0.3010 2.5485 -0.156 -0.077 0.032 -0.599
H -1.9524 -5.4481 -1.0887 -0.059 -0.075 -0.073 0.438
C -1.0792 2.5538 0.1131 0.749 0.565 -0.143 -1.576
C -0.9976 -3.6261 -1.6201 0.032 -0.007 0.224 0.708
N 1.8068 1.2303 -1.0519 0.886 1.229 -0.358 -0.782
C -0.1464 -0.1584 3.1038 0.045 0.042 -0.002 -0.523
C -1.0050 1.5341 1.0980 0.603 -0.059 0.427 1.821
C 0.0450 -2.3694 0.1235 0.029 0.033 -0.045 -0.181
C -1.0688 -4.4508 0.6094 0.043 0.037 0.093 -0.545
H -0.0948 -3.2246 2.0652 0.027 0.026 0.114 0.464
C 0.7298 -0.4092 -2.0333 0.302 0.909 -0.706 0.332
H -2.0677 -1.0856 2.9146 -0.057 -0.074 0.024 0.418
C 0.6284 4.2045 -0.7999 0.365 0.174 0.039 0.270
H 0.1628 -0.8349 3.8864 0.050 -0.051 0.077 0.422
C -0.3527 -3.3411 1.0244 -0.085 -0.176 -0.029 -0.723
H -2.8507 0.4226 1.1204 -0.116 -0.038 -0.027 0.453
C -1.3963 -4.5972 -0.7292 0.047 0.163 -0.225 -0.621
H -1.8948 2.7797 -0.5434 -0.122 0.113 -0.183 0.531
C 0.7261 0.8199 2.6758 0.219 0.223 -0.111 -0.952
C -1.8669 0.5327 1.5494 0.102 0.101 -0.007 -0.598
N 0.0731 -1.5728 -2.2015 -0.312 -0.443 -0.728 -0.087
C 0.2845 1.6591 1.6632 -1.004 -0.522 -0.028 0.062
H 1.7137 0.9287 3.0931 0.127 -0.008 0.071 0.463
```
Forces are in eV/Å.

The calculation puts the energy above the lowest of the compared OMol25 structures with the same formula, charge and spin at 0.000 eV. As for the total charge: 0. As for the calculated total energy: -51813.1140 eV. As for the spin multiplicity: 1.